1.
# C4H9N2

A gas-phase ion, C4H9N2 (charge +1) (ωB97M-V/def2-TZVPD, the OMol25 dataset).

The geometry in XYZ format:
```
15
C4H9N2, DFT ωB97M-V/def2-TZVPD
N -1.33131 1.34974 0.15401
N -1.02196 -1.10238 0.43131
C -0.81639 0.31178 -0.50375
C 1.85812 0.38513 0.49751
C 0.81517 0.23339 -0.63735
C 2.18967 -0.70404 -0.07307
H -0.46194 -0.81514 1.29542
H -1.30338 0.19444 -1.48894
H -2.05814 1.70593 -0.30366
H 1.02169 0.65328 -1.56417
H -0.71238 -1.97437 -0.02937
H 2.42497 -1.45655 -0.70303
H 2.10907 1.04136 1.28400
H -1.99636 -1.42440 0.70202
H -0.71684 1.60185 0.93908
```

Output
orbital gap = 10.009 eV
E = -266.89970 hartree
SMILES string = N[C@H]([NH3+])C1C=C1
net charge = +1
E_LUMO = -0.1217 Ha

2.
# H26O13

13 unconnected molecules or ions with the total composition H26O13 (ωB97M-V/def2-TZVPD, the OMol25 dataset).

The geometry in XYZ format:
```
39
H26O13, DFT ωB97M-V/def2-TZVPD
O -1.34372 1.77738 3.68242
O -0.61872 -0.39711 -0.83840
O -0.84974 3.51976 -0.95856
O 3.40163 0.29384 0.52153
O -0.27378 -0.50899 4.24963
O 0.41461 -2.70881 3.69923
O -2.91742 -0.22953 -2.46651
O 0.50025 1.50660 0.39474
O -0.65943 2.44160 -3.85419
O -1.58884 -3.06685 -0.52225
O -0.61527 -3.58602 1.26055
O 1.51903 -1.33362 -1.68973
O 2.27192 2.88225 -3.88624
H -0.56446 3.77433 -0.07380
H 0.93682 2.16576 -0.15654
H -0.09721 0.23379 -1.34731
H -0.07013 -2.87481 1.61551
H -1.14684 -0.49300 3.84158
H 0.01080 -4.15044 0.79315
H -1.30877 1.64450 2.72842
H -2.81840 -0.40551 -3.40896
H 0.04090 2.05028 -4.38842
H 1.71077 3.00958 -3.11300
H 2.90956 2.21597 -3.60609
H 0.80227 -0.88842 -2.15562
H -0.20543 -3.39040 3.41642
H -1.98377 -3.59243 -1.22708
H 3.79687 1.17280 0.53616
H -0.12706 -0.49804 -0.01555
H -0.44246 2.17729 -2.95305
H -2.08970 -3.31391 0.26330
H 3.27714 0.07717 1.45241
H -0.25745 -1.34094 4.73603
H -0.40175 2.68124 -1.11722
H -0.79488 1.06938 4.03808
H 0.80848 -2.39457 2.87757
H -0.24753 1.97912 0.77756
H 1.10234 -1.67643 -0.89108
H -2.08065 0.17718 -2.21470
```

Output
orbital gap = 9.641 eV
E = -993.54772 hartree
E_LUMO = -0.0243 Ha